#one
Molecular formula: C2H4O2
Method: DFT, the ωB97M-V functional and the def2-TZVPD basis

Last column: natural (NBO) charge in e.
Positions of all 8 atoms, in Å:
C -1.17527 -0.20311 0.38394  0.34
C 0.15861 0.00254 -0.30453  -0.66
O -2.17469 0.72471 0.13519  -0.24
O -2.25454 -0.59890 -0.33276  -0.25
H -0.97302 -0.66036 1.27320  0.15
H 0.36588 -0.82687 -0.86973  0.23
H 1.00771 0.25531 0.38712  0.22
H 0.02873 0.75774 -0.98336  0.23

Charge: 0
LUMO in eV: 1.08
Frontier orbital gap in Ha: 0.415
E_HOMO in eV: -10.206
SMILES: CC1OO1

=====

#two
Molecular formula: C2H4O2
Method: DFT, the ωB97M-V functional and the def2-TZVPD basis

Last column: natural (NBO) charge in e.
Positions of all 8 atoms, in Å:
C -0.31866 0.44056 0.01036  0.33
C 0.95417 -0.30352 0.00699  -0.70
O -2.73254 0.04783 -0.01118  -0.42
O -1.40415 -0.26176 0.00657  -0.12
H -0.33190 1.52800 0.00463  0.18
H 1.31879 -0.40149 -1.01559  0.25
H 0.81963 -1.29916 0.41829  0.25
H 1.69465 0.24954 0.57992  0.24

Charge: 0
LUMO (spin up / spin down) in eV: -0.17 / -0.17
Frontier orbital gap (spin up / spin down) in Ha: 0.332 / 0.332
E_HOMO (spin up / spin down) in eV: -9.193 / -9.195

=====

#three
Molecular formula: C2H4O2
Method: DFT, the ωB97M-V functional and the def2-TZVPD basis

Last column: natural (NBO) charge in e.
Positions of all 8 atoms, in Å:
O 1.29851 1.73816 -4.18610  -0.50
C 1.51432 0.88317 -3.30328  0.26
H 2.55708 0.49262 -3.22870  0.11
H 0.78985 0.53448 -2.52932  0.13
O -0.86452 -0.85673 2.31788  -0.50
C -1.54163 -0.90472 3.32477  0.27
H -1.32753 -0.30286 4.23985  0.11
H -2.42608 -1.58412 3.36489  0.11

Charge: 0
LUMO in eV: 0.70
Frontier orbital gap in Ha: 0.401
E_HOMO in eV: -10.222
SMILES: C=O.C=O

=====

What should be chosen as the least stable of them? Choose #two.

=====

#one
Molecular formula: C2H4O2
Method: DFT, the ωB97M-V functional and the def2-TZVPD basis

Last column: natural (NBO) charge in e.
Positions of all 8 atoms, in Å:
O -1.33793 -3.27147 1.09861  -0.50
C -2.54959 -3.54374 1.12790  0.25
H -3.00065 -3.34579 2.12931  0.11
H -3.20745 -4.02581 0.36613  0.13
O 2.68115 0.02847 5.36829  -0.50
C 3.37871 -0.70358 4.65733  0.26
H 4.17291 -1.32831 5.13105  0.11
H 3.16432 -0.89498 3.57897  0.12

Charge: 0
LUMO in eV: 0.59
Frontier orbital gap in Ha: 0.398
E_HOMO in eV: -10.228
SMILES: C=O.C=O

=====

#two
Molecular formula: C2H4O2
Method: DFT, the ωB97M-V functional and the def2-TZVPD basis

Last column: natural (NBO) charge in e.
Positions of all 8 atoms, in Å:
C -0.19789 -0.07339 1.09522  -0.25
O -1.21558 0.45836 0.27758  -0.73
C 0.65998 0.13588 -2.10034  0.49
O 1.33412 -0.55366 -2.69496  -0.48
H 0.80591 0.08979 0.67655  0.16
H -0.32996 -1.15430 1.24463  0.16
H -0.23120 0.41391 2.07578  0.18
H -0.82538 0.68341 -0.57445  0.47

Charge: 0
LUMO in eV: 0.90
Frontier orbital gap in Ha: 0.410
E_HOMO in eV: -10.258

=====

What should be chosen as the least stable of them? Choose #one.

=====

#one
Molecular formula: C9H36N18O9
Method: DFT, the ωB97M-V functional and the def2-TZVPD basis

Last column: Löwdin charge in e.
Positions of all 72 atoms, in Å:
C -0.21772 -0.04092 -0.51101  -0.65
O 0.52801 -1.01222 -0.72413  -0.03
N -1.53244 -0.10822 -0.69397  0.20
N 0.22969 1.14052 -0.08833  0.20
H -1.99132 0.77416 -0.51642  0.05
H -2.01234 -0.97467 -0.86491  0.08
H 1.23900 1.18328 -0.08192  0.07
H -0.28651 1.69728 0.57652  0.07
C -5.16395 0.25758 -3.59986  -0.71
O -5.73210 -0.47219 -4.42680  0.01
N -5.21368 1.59488 -3.70161  0.13
N -4.54468 -0.15319 -2.48916  0.17
H -5.56145 1.92113 -4.58988  0.10
H -4.41817 2.10335 -3.34596  0.09
H -4.52381 -1.12378 -2.20874  0.07
H -4.40476 0.60657 -1.84273  0.08
C -2.98022 -3.36859 -1.77480  -0.71
O -4.05861 -3.19133 -2.33363  0.01
N -2.87805 -3.94605 -0.57266  0.17
N -1.77895 -2.88907 -2.17692  0.17
H -3.76909 -4.23702 -0.20362  0.12
H -1.99875 -4.34353 -0.28187  0.08
H -1.58491 -2.59516 -3.11795  0.12
H -1.07762 -3.09530 -1.48638  0.07
C 3.17303 2.51762 2.32225  -0.68
O 2.73766 2.40449 3.48302  -0.02
N 4.36043 2.15240 1.90066  0.19
N 2.28844 2.89696 1.39961  0.16
H 4.63269 2.31463 0.94761  0.09
H 4.97003 1.82364 2.63273  0.12
H 2.53866 3.12716 0.45203  0.08
H 1.32727 3.06465 1.69904  0.06
C 3.91102 -1.79081 1.60683  -0.70
O 4.75122 -1.43785 2.43039  0.00
N 3.35286 -3.00937 1.61395  0.15
N 3.31311 -1.02241 0.65617  0.17
H 3.84887 -3.54814 2.31030  0.11
H 2.80067 -3.45415 0.88589  0.05
H 3.59510 -0.11121 0.31438  0.04
H 2.52496 -1.36915 0.14134  0.04
C 3.89621 1.67830 -2.02096  -0.66
O 3.71007 1.27301 -0.88687  0.01
N 3.18914 2.72378 -2.53430  0.16
N 4.86885 1.30999 -2.85771  0.17
H 3.39700 3.04673 -3.46282  0.10
H 2.79698 3.40846 -1.91094  0.10
H 5.57112 0.73672 -2.41643  0.12
H 4.86066 1.54632 -3.83178  0.11
C -3.45665 2.89420 0.94568  -0.69
O -3.04764 2.42695 -0.09354  0.04
N -3.44068 4.20915 1.20557  0.17
N -4.29181 2.31343 1.89365  0.13
H -3.66864 4.47855 2.14423  0.10
H -2.64195 4.57682 0.69837  0.12
H -4.91811 1.54525 1.72197  0.12
H -4.30625 2.77156 2.78516  0.09
C -0.48141 1.93915 3.22154  -0.65
O -0.24654 2.90394 2.49426  -0.01
N -1.69979 1.34514 3.29695  0.15
N 0.34957 1.28610 4.05367  0.18
H -1.73279 0.41243 3.66511  0.10
H -2.44898 1.68752 2.71534  0.05
H -0.19994 0.78312 4.72546  0.10
H 1.34703 1.41527 4.15864  0.08
C 1.11330 -4.64202 -0.12398  -0.71
O 0.33633 -4.59871 0.83308  0.02
N 1.91349 -5.69690 -0.26911  0.16
N 1.55889 -3.49485 -0.68928  0.13
H 1.43680 -6.58375 -0.19598  0.11
H 2.75316 -5.76349 -0.82150  0.11
H 1.01269 -2.63937 -0.63047  0.04
H 2.07630 -3.57877 -1.55244  0.12

Charge: 0
LUMO in eV: 0.10
Frontier orbital gap in Ha: 0.327
E_HOMO in eV: -8.804
SMILES: NC(N)=O.NC(N)=O.NC(N)=O.NC(N)=O.NC(N)=O.NC(N)=O.NC(N)=O.NC(N)=O.NC(N)=O

=====

#two
Molecular formula: C9H36N18O9
Method: DFT, the ωB97M-V functional and the def2-TZVPD basis

Last column: Löwdin charge in e.
Positions of all 72 atoms, in Å:
C -19.47913 17.12604 21.33322  -0.67
O -19.03715 16.38815 20.44014  -0.01
N -20.80420 17.30493 21.46101  0.17
N -18.72590 18.04601 21.96966  0.16
H -21.34256 16.54493 21.07905  0.07
H -21.15505 18.11815 21.93517  0.11
H -17.81586 17.64095 22.14978  0.11
H -18.98757 18.67540 22.71017  0.10
C -23.42455 14.72568 11.10845  -0.71
O -23.72388 15.59793 10.30150  0.02
N -23.70921 13.44680 10.95473  0.16
N -22.90365 14.97885 12.33062  0.15
H -24.19953 13.00704 10.19820  0.11
H -23.29349 12.91629 11.70240  0.10
H -23.08902 14.43542 13.15399  0.09
H -22.75663 15.96394 12.50368  0.07
C -19.70770 14.91145 13.54007  -0.70
O -19.89022 16.09512 13.83580  0.00
N -18.72604 14.44969 12.74620  0.16
N -20.55204 13.96217 13.98539  0.15
H -18.83552 13.58193 12.25311  0.10
H -17.97241 15.07931 12.52711  0.11
H -20.37474 13.00286 13.74645  0.10
H -21.29915 14.28312 14.57737  0.08
C -23.12317 12.69216 19.37337  -0.74
O -23.06612 11.60909 18.78595  0.00
N -22.27493 13.11154 20.31163  0.17
N -24.05478 13.58026 19.08970  0.16
H -22.43246 14.05282 20.63725  0.07
H -21.51086 12.52680 20.59752  0.11
H -24.72905 13.32200 18.39083  0.11
H -24.15499 14.40836 19.65438  0.07
C -24.84842 17.91856 13.20310  -0.64
O -23.70382 17.55587 13.43734  0.01
N -25.71281 18.24935 14.19274  0.17
N -25.41336 18.11018 11.98047  0.17
H -26.63882 18.54456 13.94908  0.10
H -25.35233 17.92793 15.08135  0.07
H -24.78413 17.83324 11.23870  0.10
H -26.11174 18.83029 11.96689  0.10
C -17.03679 17.19214 17.31980  -0.72
O -16.24326 17.19555 16.40483  0.03
N -18.35372 17.48713 17.22319  0.16
N -16.73378 16.87857 18.59534  0.14
H -18.73810 17.52091 16.29609  0.09
H -18.87273 17.42513 18.08135  0.07
H -16.05104 16.16830 18.79769  0.11
H -17.42856 16.98557 19.32602  0.05
C -22.91493 16.41642 16.79141  -0.60
O -24.13146 16.69013 16.84193  -0.05
N -22.21090 16.60845 15.65424  0.19
N -22.15144 16.42776 17.89615  0.19
H -22.73654 16.89127 14.83324  0.06
H -21.21871 16.72648 15.69962  0.08
H -22.37457 16.21399 18.85593  0.07
H -21.15034 16.48711 17.80026  0.09
C -27.07689 18.89018 17.37801  -0.70
O -26.45141 19.75853 18.00317  0.01
N -28.34993 19.04256 16.96340  0.14
N -26.69419 17.62287 17.10453  0.14
H -28.78569 19.87188 17.33482  0.11
H -28.65854 18.47564 16.19612  0.09
H -25.75593 17.34495 17.37574  0.04
H -27.42295 16.98287 16.85312  0.11
C -24.34847 17.02012 20.85596  -0.66
O -23.47345 16.14368 20.99886  -0.04
N -24.94409 17.75626 21.80123  0.17
N -24.69890 17.44246 19.62853  0.19
H -25.17305 17.13202 22.56536  0.12
H -25.57979 18.48185 21.51858  0.11
H -25.63870 17.80256 19.59619  0.09
H -24.27930 17.03625 18.80557  0.05

Charge: 0
LUMO in eV: 0.18
Frontier orbital gap in Ha: 0.347
E_HOMO in eV: -9.248
SMILES: NC(N)=O.NC(N)=O.NC(N)=O.NC(N)=O.NC(N)=O.NC(N)=O.NC(N)=O.NC(N)=O.NC(N)=O

=====

What should be chosen as the least stable of them? Choose #two.

=====

#one
Molecular formula: C17H31F3O
Method: DFT, the ωB97M-V functional and the def2-TZVPD basis

Last column: natural (NBO) charge in e.
Positions of all 52 atoms, in Å:
C -7.53334 -1.77831 -1.27392  -0.60
H -8.03169 -1.25505 -2.08694  0.21
C -6.41020 -0.92685 -0.69414  -0.39
C -5.69387 -1.64370 0.44853  -0.39
C -4.63560 -0.78329 1.13953  -0.38
C -3.42212 -0.48722 0.26079  -0.39
C -2.35539 0.30192 1.01617  -0.38
C -1.14138 0.60982 0.14335  -0.39
C -0.08882 1.42349 0.89189  -0.38
C 1.12614 1.72336 0.01743  -0.40
C 2.18596 2.51949 0.77626  -0.39
C 3.35726 2.97267 -0.09804  -0.38
C 4.12081 1.83526 -0.77834  -0.41
C 4.77125 0.88168 0.22154  -0.41
C 5.63636 -0.19313 -0.43814  -0.38
C 4.84585 -1.09221 -1.40809  -0.52
C 3.64422 -1.68317 -0.74695  0.52
O 2.49903 -1.44901 -1.00349  -0.48
C 3.96884 -2.68809 0.40580  0.88
F 5.14223 -3.31486 0.22807  -0.32
F 4.04203 -2.06059 1.58967  -0.32
F 3.03213 -3.63057 0.51231  -0.31
H 5.49760 -1.90108 -1.74623  0.25
H 4.51212 -0.51623 -2.27100  0.24
H 6.44109 0.27814 -1.00519  0.21
H 6.09365 -0.80944 0.33801  0.21
H 5.40358 1.45785 0.90081  0.21
H 3.99870 0.40056 0.82239  0.20
H 3.43243 1.28930 -1.42259  0.20
H 4.89913 2.26986 -1.41139  0.20
H 2.97577 3.64074 -0.87407  0.20
H 4.05157 3.54803 0.51971  0.20
H 2.55518 1.92502 1.61381  0.19
H 1.71693 3.41195 1.19892  0.20
H 1.54130 0.77620 -0.33098  0.21
H 0.80782 2.29143 -0.86016  0.19
H 0.23303 0.86860 1.77648  0.19
H -0.53212 2.36189 1.23505  0.19
H -0.69409 -0.32549 -0.20019  0.20
H -1.46420 1.16566 -0.74045  0.19
H -2.03471 -0.26855 1.89115  0.19
H -2.78857 1.23904 1.37529  0.19
H -3.73108 0.08544 -0.61537  0.19
H -2.99269 -1.42828 -0.09057  0.19
H -5.08947 0.15864 1.45757  0.19
H -4.29540 -1.30358 2.03861  0.20
H -5.22534 -2.55365 0.06619  0.19
H -6.43825 -1.94383 1.19079  0.20
H -5.69769 -0.69048 -1.48592  0.19
H -6.82339 0.01471 -0.32453  0.19
H -8.27292 -2.00789 -0.50953  0.20
H -7.13963 -2.71623 -1.65989  0.20

Charge: 0
LUMO in eV: 0.47
Frontier orbital gap in Ha: 0.395
E_HOMO in eV: -10.278
SMILES: CCCCCCCCCCCCCCCC(=O)C(F)(F)F

=====

#two
Molecular formula: C17H31F3O
Method: DFT, the ωB97M-V functional and the def2-TZVPD basis

Last column: natural (NBO) charge in e.
Positions of all 52 atoms, in Å:
C 5.61105 0.02034 1.54150  -0.60
H 5.56137 -0.27373 2.49235  0.21
C 4.39672 0.50390 0.78255  -0.39
C 3.29184 -0.77099 0.81152  -0.39
C 1.89434 -0.55618 0.10210  -0.41
C 1.85151 -0.15393 -1.19792  -0.47
C 1.83827 1.30273 -1.42462  -0.38
C 0.52158 2.03579 -2.00045  -0.37
C -0.44200 2.02887 -0.76435  -0.39
C -1.71306 2.56431 -1.00532  -0.40
C -2.72798 2.93425 0.24176  -0.35
C -3.06319 1.51475 0.84475  -0.36
C -3.68067 0.22571 -0.03556  -0.37
C -4.01010 -0.80481 0.85057  -0.40
C -2.82159 -1.73350 1.09761  -0.41
C -2.07437 -2.24078 0.15196  -0.47
C -0.82358 -3.23911 0.48291  0.53
O -0.50548 -3.35515 1.61889  -0.50
C -0.06446 -3.65143 -0.85920  0.92
F -0.06628 -2.86490 -1.71264  -0.23
F 0.99202 -4.24132 -0.60414  -0.27
F -1.04037 -4.68612 -1.07985  -0.39
H -1.59385 -1.25021 -0.47759  0.18
H -2.69832 -2.71748 -0.49795  0.21
H -2.16447 -0.96468 1.63719  0.19
H -3.06441 -2.56233 1.78620  0.22
H -4.59098 -0.83830 1.71123  0.24
H -4.63286 -1.34496 0.14183  0.19
H -4.72022 0.82256 -0.14416  0.20
H -3.08499 0.14547 -0.74456  0.19
H -2.00847 1.10350 1.24887  0.16
H -3.59883 1.61140 1.70161  0.18
H -3.58385 3.21942 -0.07680  0.19
H -2.23013 3.29549 0.91397  0.19
H -1.63561 3.54411 -1.40744  0.20
H -2.19747 2.21580 -1.73199  0.18
H 0.09608 2.57652 -0.02631  0.19
H -0.52020 0.99513 -0.06761  0.18
H 0.64608 3.09000 -2.20465  0.21
H -0.03546 1.58064 -2.59800  0.18
H 2.62100 1.50465 -2.32250  0.21
H 2.25227 2.06241 -0.53880  0.21
H 0.94696 -0.56160 -1.71432  0.21
H 2.74153 -0.68646 -1.64676  0.21
H 1.09862 -1.16659 0.36238  0.21
H 1.62205 0.40827 0.79233  0.18
H 3.17945 -1.16747 1.91676  0.21
H 3.77920 -1.73513 0.32627  0.18
H 3.84403 1.36241 1.23768  0.19
H 4.28965 0.78202 -0.17302  0.21
H 6.28976 0.89805 1.37919  0.21
H 6.02784 -0.78135 0.88255  0.21

Charge: 0
LUMO in eV: 0.82
Frontier orbital gap in Ha: 0.376
E_HOMO in eV: -9.408
SMILES: CCCCCCCCCCCCCCCC(=O)C(F)(F)F

=====

What should be chosen as the least stable of them? Choose #two.